(1)
This record from the Open Molecules 2025 dataset describes a cluster of 11 separate species, C42H66BrFN11O6S in total in a non-equilibrium geometry. The level of theory is ωB97M-V/def2-TZVPD.

```
128
Properties=species:S:1:pos:R:3:forces:R:3
H 1.633 1.512 -6.429 -0.851 0.416 -0.513
H -1.099 -2.981 5.729 0.457 0.719 -0.981
Br 1.167 -2.344 4.816 -0.815 0.230 0.165
C 8.149 3.036 3.936 -0.254 0.419 -0.300
C -1.617 -2.281 3.731 -0.685 0.071 1.291
C 5.594 7.133 1.873 0.687 0.206 -0.193
C 0.987 0.158 -1.062 -0.123 0.095 -0.777
H -4.004 -0.152 -2.330 -0.010 0.009 -0.083
C 2.833 2.607 3.033 -0.460 -0.410 0.558
C 4.408 -1.627 2.086 0.177 0.341 0.303
H -4.630 -1.326 1.809 -0.050 -0.030 -0.058
H 6.588 4.438 3.651 0.033 -0.050 -0.007
C 8.245 -1.749 2.181 0.073 0.304 0.491
H -0.840 0.612 -4.260 0.707 0.866 0.310
H -0.488 -5.921 1.740 0.378 1.158 -0.087
C -1.366 -3.913 1.171 0.419 0.785 0.211
C 0.123 1.191 -4.211 1.224 -0.388 -1.114
N -1.977 -6.479 -0.671 -0.070 0.036 -0.137
H -3.190 -6.680 7.380 0.010 0.057 -0.056
H -1.718 -3.979 0.106 0.385 -0.132 1.087
H -0.583 0.173 3.533 -0.081 -1.082 -0.904
H 0.694 2.380 3.756 1.009 -0.101 -0.410
C -4.477 -1.381 0.731 -0.094 -0.595 -0.176
C -4.689 -2.773 0.263 0.072 0.533 0.185
C -1.157 -0.817 5.908 -0.607 -0.066 -0.802
H -1.293 3.606 -6.354 -0.330 -0.572 0.988
H 3.664 1.952 2.643 -0.935 0.824 0.186
C -0.786 -2.125 5.067 -0.919 0.169 1.057
C -6.559 4.638 -2.202 0.126 -0.277 0.213
H 2.909 3.529 0.113 0.347 0.267 -0.029
H -3.856 4.911 -3.701 0.426 -0.447 -0.728
C -1.062 5.472 -4.331 -0.126 -0.391 0.740
H 1.724 -4.464 0.202 -0.858 -0.451 0.017
C -3.091 -5.245 5.826 0.191 -0.324 0.389
C 0.335 -0.474 0.203 -1.645 -2.019 1.463
C -0.473 -0.424 2.591 0.941 0.617 -1.630
C -0.175 -1.858 0.156 0.027 2.347 1.917
N 5.351 0.405 3.467 -0.204 -0.097 -0.151
F 0.698 -4.298 2.400 -0.954 -0.823 -0.416
H 7.222 3.714 2.159 0.038 -0.004 0.048
H -1.418 -1.079 6.970 0.717 0.335 -1.020
H -0.388 -0.010 5.826 -0.497 -0.801 0.370
H 5.347 6.111 1.599 0.033 0.095 0.039
H -6.711 6.596 -2.995 -0.006 -0.070 0.022
C 8.358 -0.907 3.397 0.045 -0.360 -0.533
H 1.549 1.827 0.894 -1.001 -0.109 0.565
H -2.270 -4.118 1.802 0.988 0.145 -0.435
H -3.995 -7.904 -2.659 0.095 0.028 -0.022
C 7.491 4.101 3.142 0.255 -0.378 0.350
H -3.850 3.407 -4.788 0.145 1.114 0.458
H -2.103 2.221 -5.452 0.896 0.653 -0.057
H 8.040 0.110 3.175 0.043 -0.088 0.063
O 3.551 3.986 0.694 -1.454 -0.307 1.256
H -0.057 2.473 1.472 0.674 -0.618 0.269
H -1.665 -6.673 6.470 -0.060 0.044 -0.017
N 8.158 -2.400 1.237 -0.142 0.121 0.164
C 0.604 1.941 -6.572 0.475 -0.043 1.232
H -4.207 -6.159 -2.903 0.046 -0.007 0.116
O 2.153 0.380 -1.185 -0.445 -0.006 0.786
H 0.976 -6.115 -0.082 -0.075 1.251 0.016
H -1.931 -3.347 3.648 0.590 0.954 -0.455
H -0.976 5.856 -5.386 0.052 -0.536 1.026
H -5.008 -7.085 -7.848 0.032 -0.009 0.068
O 0.513 1.508 -2.839 -0.225 1.014 -1.586
H -0.095 -2.424 -0.801 -0.231 0.361 1.179
H -2.852 -7.007 -3.674 0.011 -0.077 0.132
H 3.844 -1.258 1.228 0.058 0.033 0.019
H -4.213 1.607 -2.473 -0.019 -0.014 -0.064
C -1.339 3.045 -5.374 0.878 0.839 1.070
C -4.168 0.561 -4.318 0.197 0.068 0.678
C -4.012 -7.702 -6.085 -0.281 0.292 -0.382
C 7.031 7.382 1.608 -0.464 -0.094 0.104
H -2.570 -1.689 3.863 0.969 -0.677 -0.118
C -0.143 -4.907 1.409 0.482 0.688 -1.667
N 8.153 7.536 1.417 -0.204 -0.042 0.037
C 0.130 2.469 -5.137 -1.108 -0.663 -0.948
H -0.067 5.453 -3.801 -0.812 0.053 -0.814
C -3.730 0.730 -2.907 -0.244 0.011 -0.617
H 0.829 3.261 -4.742 -0.718 -0.870 -0.379
N -3.593 -4.626 4.997 0.294 -0.010 0.131
H 3.100 2.872 4.097 -0.066 0.036 -1.269
O 3.681 5.123 2.893 -0.531 -1.923 -1.374
C -2.630 -6.687 -1.594 -0.408 -0.079 -0.406
C 4.942 -0.483 2.862 -0.207 -0.492 -0.307
H 9.390 -0.889 3.743 -0.047 0.000 -0.056
N 8.658 2.209 4.549 -0.091 0.112 -0.111
H -1.780 3.667 -3.213 0.346 0.130 -0.935
H -8.225 5.936 -2.344 0.067 -0.046 0.000
N -5.975 3.810 -1.646 -0.472 0.730 -0.577
C -1.801 4.074 -4.259 -1.570 1.015 -1.125
H 5.382 7.278 2.931 0.008 -0.044 -0.066
H 0.219 -4.646 -0.833 0.501 -0.460 0.937
C -2.448 -6.045 6.897 -0.265 0.296 -0.424
N -4.507 0.430 -5.408 0.113 0.015 0.185
H 5.228 -2.252 1.731 0.036 0.085 0.016
H 0.927 0.491 -4.594 -0.851 0.608 0.423
O 0.074 0.430 -2.089 -0.385 -1.473 2.894
H -2.007 -5.382 7.641 -0.048 -0.015 -0.047
C -4.761 -6.687 -6.865 0.297 -0.408 0.319
H -7.600 5.354 -3.900 0.040 -0.019 0.064
H 7.725 -1.312 4.186 0.030 0.039 -0.057
H -1.699 6.204 -3.764 0.626 -0.531 -0.499
H -5.183 -0.713 0.237 0.026 -0.036 0.039
N -0.951 -1.732 2.535 1.010 0.873 -2.143
N -3.432 -8.491 -5.482 -0.155 0.196 -0.194
C -3.355 4.397 -4.558 0.654 -0.945 -0.409
C 1.444 1.879 3.090 -0.582 -0.240 -0.410
H -4.153 -5.791 -6.985 -0.007 -0.069 0.011
H 4.979 7.818 1.289 0.071 -0.015 0.022
N -4.853 -3.851 -0.099 0.123 0.194 0.024
H 8.168 4.947 3.018 -0.003 -0.067 -0.005
C -7.322 5.698 -2.905 0.320 -0.411 0.258
C 0.762 -5.020 0.076 -0.598 -0.678 0.660
H -5.682 -6.426 -6.344 0.052 -0.045 -0.015
H -2.648 0.862 -2.865 -0.054 0.005 -0.035
H 3.748 -2.227 2.715 0.055 0.071 -0.009
S 2.802 4.223 2.144 0.579 2.818 2.084
H 1.635 0.865 3.554 -0.073 1.004 -0.581
H 0.621 2.769 -7.330 -0.080 -0.928 0.733
H -3.461 -1.062 0.496 -0.036 -0.019 -0.036
O 1.452 4.764 2.032 1.161 -1.829 -0.869
C 0.186 0.241 1.486 -0.448 -0.813 -0.345
H -0.079 1.100 -6.876 0.593 0.924 0.048
C -3.473 -6.956 -2.783 0.377 0.212 0.586
H -2.112 -0.390 5.475 0.952 -0.428 0.471
C -0.817 -2.444 1.354 0.238 -0.153 -1.628
C 0.735 1.711 1.667 0.847 -1.283 0.062
H -3.463 5.009 -5.499 0.215 -0.448 0.995
```
Positions in Å, forces in eV/Å.

ΔE to the lowest compared entry with this formula, charge and spin, kJ/mol: 0.0
DFT total energy, a.u.: -5765.29252
Net charge: +1
HOMO, eV: -12.3

***

(2)
This record from the Open Molecules 2025 dataset describes a structure of composition C4H3LiO2Sc in a non-equilibrium geometry. The level of theory is ωB97M-V/def2-TZVPD.

```
11
Properties=species:S:1:pos:R:3:forces:R:3
C -2.833 -0.811 0.098 1.306 0.653 1.369
C -2.006 0.515 0.227 -4.232 -0.004 -3.467
H 0.132 -1.774 -1.006 0.824 0.543 0.133
H -3.433 -1.586 0.584 -0.103 0.145 -0.646
H -0.101 -1.940 0.730 -0.180 0.094 -0.331
C -0.134 -1.206 -0.096 -0.807 -1.279 -0.030
C -1.543 -0.734 -0.294 0.659 1.321 2.401
Sc 2.591 -0.236 1.608 -1.908 0.145 -1.107
Li 1.135 1.204 -0.891 -0.444 0.039 0.130
O -2.265 1.704 0.187 1.708 -1.322 1.165
O 0.554 -0.038 0.288 3.177 -0.335 0.385
```
Positions in Å, forces in eV/Å.

DFT total energy, a.u.: -1072.50555
Net charge: +1
HOMO (spin up / spin down), eV: -11.5 / -11.6

***

(3)
This record from the Open Molecules 2025 dataset describes a cluster of 2 separate species, C11H15Cl2FNO2S in total in a non-equilibrium geometry. The level of theory is ωB97M-V/def2-TZVPD.

```
33
Properties=species:S:1:pos:R:3:forces:R:3
H -4.038 -0.369 2.145 0.107 0.217 0.089
C 2.813 -1.407 0.460 0.075 -0.444 0.005
C -0.203 3.906 -0.431 0.725 -0.514 0.294
H 3.710 -2.934 2.653 0.429 0.067 -0.135
Cl -1.399 1.517 -1.135 0.060 0.286 -0.154
O -1.930 -1.686 1.429 0.714 0.478 -0.723
C 2.655 -2.842 2.850 0.307 -0.401 0.781
H 0.199 -1.573 2.857 -0.228 0.036 -0.516
C -2.956 -1.227 0.507 -1.061 -0.295 -0.200
C 1.546 3.896 1.301 0.045 -0.425 -0.140
H 2.862 -0.488 1.084 -0.037 -0.711 -0.469
H 2.341 4.319 1.910 -0.310 0.392 -0.285
O -0.660 -2.216 -0.374 0.693 -0.032 1.753
N 0.396 1.930 0.705 0.037 -0.596 0.147
S 1.816 -2.698 1.328 -0.600 1.872 -1.215
H -3.063 -1.997 -0.252 -0.099 0.061 -0.117
C -0.788 -1.975 0.809 -1.782 -0.350 -0.685
H 2.343 -3.773 3.296 -0.188 -0.330 0.229
H -5.035 -0.764 0.762 -0.084 0.066 -0.225
H 2.468 -2.038 3.537 -0.043 0.505 0.147
H 3.798 -1.893 0.328 -0.458 0.422 -0.018
F 0.449 -0.331 1.237 1.027 -0.101 0.876
C -4.180 -1.085 1.344 -0.510 -0.110 0.337
H -2.729 -0.269 0.019 0.611 -0.482 0.414
H -0.822 4.348 -1.201 0.188 0.362 0.155
H -4.427 -2.033 1.803 -0.146 -0.256 0.104
C 0.312 -1.558 1.761 0.719 -1.475 -0.953
H 0.961 5.670 0.163 -0.112 -0.693 0.068
H 2.328 -1.231 -0.521 0.250 -0.090 0.655
C 0.792 4.592 0.317 -0.459 -0.815 0.232
Cl 2.098 1.508 2.610 0.456 0.402 0.464
C -0.327 2.515 -0.218 1.194 1.732 1.001
C 1.296 2.527 1.467 -1.520 1.225 -1.918
```
Positions in Å, forces in eV/Å.

ΔE to the lowest compared entry with this formula, charge and spin, kJ/mol: 56.6
DFT total energy, a.u.: -2051.52389
Net charge: +1
HOMO, eV: -12.2

***

(4)
This record from the Open Molecules 2025 dataset describes a cluster of 2 separate species, C2H8OS in total in a non-equilibrium geometry. The level of theory is ωB97M-V/def2-TZVPD.

```
12
Properties=species:S:1:pos:R:3:forces:R:3
H 1.803 -0.348 -1.359 -0.032 0.040 -1.232
H -0.390 -1.360 -1.358 -0.409 0.189 0.062
H -4.276 4.981 0.940 -0.039 0.062 0.646
O -4.653 5.638 1.539 -0.795 1.421 -4.889
H -0.489 0.295 -0.508 0.778 -2.345 -0.046
C 1.466 -0.854 -0.487 -1.592 1.417 2.099
H -0.705 -1.260 0.361 0.622 -0.424 0.657
S 2.130 -2.476 -0.511 0.705 -1.022 -0.252
H -4.537 5.429 2.397 0.833 -1.482 4.243
C -0.117 -0.838 -0.439 0.544 2.913 -1.503
H 1.947 -0.192 0.272 -0.538 -0.797 0.041
H 1.693 -2.881 0.681 -0.079 0.027 0.174
```
Positions in Å, forces in eV/Å.

ΔE to the lowest compared entry with this formula, charge and spin, kJ/mol: 77.6
DFT total energy, a.u.: -554.38832
HOMO, eV: -9.1
Structure (SMILES): CCS.O

***

(5)
This record from the Open Molecules 2025 dataset describes the ion C3H4NS with charge +1 in a non-equilibrium geometry. The level of theory is ωB97M-V/def2-TZVPD.

```
9
Properties=species:S:1:pos:R:3:forces:R:3
N -0.035 -0.551 -0.687 -1.594 -0.391 2.635
H -0.868 -0.192 -1.142 0.249 1.166 -0.241
H -0.721 -0.083 1.392 1.060 0.104 -1.852
C 0.226 -0.124 0.726 -2.659 -1.738 3.777
C 0.888 -2.500 0.260 -3.728 0.535 -1.906
C -0.396 -1.973 -0.533 3.887 -3.079 2.955
S 1.173 -1.583 1.605 -0.695 0.467 -2.213
H 0.803 -0.546 -1.156 2.496 0.886 -2.318
H 0.804 0.688 1.016 0.984 2.050 -0.837
```
Positions in Å, forces in eV/Å.

ΔE to the lowest compared entry with this formula, charge and spin, kJ/mol: 632.8
DFT total energy, a.u.: -569.10652
Net charge: +1
HOMO (spin up / spin down), eV: -14.8 / -14.3
Structure (SMILES): C1#CSC[NH2+]1

***

(6)
This record from the Open Molecules 2025 dataset describes an isolated molecule of C4H7NO in a non-equilibrium geometry. The level of theory is ωB97M-V/def2-TZVPD.

```
13
Properties=species:S:1:pos:R:3:forces:R:3
H -0.637 0.478 -1.374 -0.583 0.020 0.356
C -0.838 0.793 -0.338 -1.406 -0.473 0.281
H -2.320 -0.843 -0.151 0.633 0.911 -0.146
N 1.961 -1.589 -1.616 -0.496 0.457 1.033
O -1.776 -0.253 0.412 0.287 1.500 -0.994
C 0.702 -0.664 0.483 -0.644 -0.766 0.502
H -0.486 -1.007 0.531 3.334 -0.091 -0.172
H 1.335 1.409 -0.195 -0.927 -0.681 0.029
H 1.073 -1.001 1.440 0.671 -0.067 0.078
C 1.441 -1.195 -0.657 0.190 -0.602 -0.643
H -1.478 1.645 -0.243 0.045 0.696 -0.403
C 0.535 0.863 0.366 -0.874 -0.568 0.169
H 0.489 1.364 1.340 -0.230 -0.336 -0.088
```
Positions in Å, forces in eV/Å.

ΔE to the lowest compared entry with this formula, charge and spin, kJ/mol: 269.0
DFT total energy, a.u.: -286.52921
HOMO, eV: -10.0
Structure (SMILES): N#CCCCO

***

(7)
This record from the Open Molecules 2025 dataset describes an isolated molecule of CH3IOS2 in a non-equilibrium geometry. The level of theory is ωB97M-V/def2-TZVPD.

```
8
Properties=species:S:1:pos:R:3:forces:R:3
H 1.424 -1.036 -0.907 0.444 1.803 1.385
S -1.207 1.127 -0.221 -0.001 -0.548 0.625
C 1.326 0.019 -0.428 -4.093 -3.847 -0.947
I 1.485 0.068 1.664 -0.010 -0.126 -0.081
O -0.026 0.352 -1.041 0.926 -0.062 0.814
H -2.348 -0.922 1.511 0.543 0.902 -0.696
S -2.575 -0.311 0.278 -0.334 -0.386 0.090
H 1.921 0.704 -0.855 2.525 2.264 -1.190
```
Positions in Å, forces in eV/Å.

ΔE to the lowest compared entry with this formula, charge and spin, kJ/mol: 112.4
DFT total energy, a.u.: -1209.15027
HOMO, eV: -9.2
Structure (SMILES): SSOCI

***

(8)
This record from the Open Molecules 2025 dataset describes an isolated molecule of C6H11ClS in a non-equilibrium geometry. The level of theory is ωB97M-V/def2-TZVPD.

```
19
Properties=species:S:1:pos:R:3:forces:R:3
H -0.927 1.861 -2.305 -1.029 0.255 0.304
C 1.395 0.437 0.045 0.787 0.844 -0.090
H 1.196 0.862 1.015 -0.546 0.108 0.053
C 0.316 -0.213 -0.687 -2.284 -0.813 -0.534
H -1.040 -0.667 3.287 -0.934 -0.541 1.324
H 0.013 1.749 -3.750 0.153 0.440 -1.001
C 0.024 1.608 -2.700 -1.002 -1.365 -0.210
H 0.733 2.187 -2.220 1.688 1.242 0.697
C -0.577 -0.431 2.380 1.265 0.015 -1.267
H 1.825 1.205 -0.590 0.287 0.070 0.162
S 0.315 -0.140 -2.479 0.666 -0.403 0.346
H -0.719 0.617 2.205 -0.549 0.592 -0.370
Cl 2.653 -0.770 0.363 0.777 -0.437 0.105
C -0.998 -1.348 1.230 -1.180 0.128 0.679
C -0.676 -0.962 -0.179 0.553 -1.356 -0.324
H -0.711 -2.372 1.478 0.681 -0.089 -0.347
H 0.491 -0.499 2.566 0.271 -0.299 0.011
H -2.098 -1.517 1.251 0.327 0.604 0.021
H -1.216 -1.609 -0.909 0.070 1.004 0.439
```
Positions in Å, forces in eV/Å.

ΔE to the lowest compared entry with this formula, charge and spin, kJ/mol: 58.3
DFT total energy, a.u.: -1093.55352
HOMO, eV: -8.5
Structure (SMILES): CC/C=C(\CCl)SC